Here is a structure of composition C14H12HgN5O3S in a non-equilibrium geometry from OMol25. Energies are from ωB97M-V/def2-TZVPD.

## Properties
Multiplicity ... 2
⟨S²⟩ ... 0.76
Energy ... -1591.68280 Eh
M ... 530.9 g mol⁻¹

Element x y z (Å)
Hg: -0.378 1.753 1.762
C: -0.725 0.125 -1.705
H: 2.598 3.006 3.986
O: -1.448 -7.803 -2.883
H: -0.923 1.179 -1.845
C: -1.830 -4.311 -5.382
H: -2.035 -2.197 -5.060
C: -0.894 -5.456 -3.726
C: -0.811 -2.139 -2.454
H: 3.206 4.750 5.635
C: -1.100 -0.794 -2.675
C: 0.379 6.060 4.317
H: -1.591 -0.454 -3.573
S: -0.232 -7.025 -2.909
C: 0.168 -1.486 -0.367
H: 2.543 6.862 6.682
O: 0.773 -7.381 -3.883
C: 1.983 3.885 4.114
N: 0.911 3.960 3.339
C: 1.495 5.981 5.161
H: 0.083 -3.521 -1.094
C: 2.319 4.855 5.032
N: -0.109 -0.207 -0.582
C: -1.106 -3.230 -3.391
C: 0.138 5.034 3.435
N: 1.785 6.972 6.035
H: -0.280 6.913 4.353
O: 0.247 -6.538 -1.644
H: 1.138 7.729 6.161
N: -0.722 -4.435 -2.957
C: -1.697 -3.135 -4.653
H: -2.274 -4.318 -6.366
H: -0.713 5.065 2.767
H: 0.678 -1.729 0.554
C: -0.159 -2.483 -1.267
N: -1.418 -5.486 -4.919

Results of the Mulliken charge analysis, in e, for atoms 1 through 5:
1 Hg 0.590
2 C -0.364
3 H 0.350
4 O -0.671
5 H 0.352



Here is a structure of composition C14H13AsF6N3O2Rh from OMol25. Energies are from ωB97M-V/def2-TZVPD.

## Properties
Total charge ... +1
Multiplicity ... 6
⟨S²⟩ ... 8.80
Energy ... -3801.24806 Eh
M ... 547.1 g mol⁻¹

Element x y z (Å)
C: -0.362 -1.312 3.786
C: 1.932 1.549 0.026
C: -0.326 -2.051 -3.328
F: -2.976 2.867 -1.637
H: 0.572 0.466 4.452
H: -0.744 -2.213 7.573
C: -0.032 -0.792 6.106
H: 1.720 2.410 0.657
C: 0.834 0.400 -2.949
C: -0.256 -1.469 -2.048
C: -1.000 -2.544 4.203
H: 1.240 1.386 -2.781
C: 0.106 -0.461 4.757
C: -0.747 -2.071 -0.884
F: -0.551 2.468 -1.309
H: 0.338 -0.116 6.866
O: 0.332 0.124 2.009
F: -2.116 1.027 -0.200
H: -0.786 -3.023 -3.436
Rh: 0.152 0.555 0.072
C: 0.789 -0.133 -4.221
H: 0.142 -1.822 -5.395
H: 2.654 0.868 0.474
C: 0.196 -1.384 -4.407
H: -1.293 -3.035 2.403
F: -0.801 2.561 1.060
H: -1.283 -3.008 -0.847
H: 1.192 0.433 -5.046
C: -0.243 -0.993 2.362
F: -3.248 2.976 0.845
F: -1.617 4.488 -0.302
O: -1.458 -3.386 3.342
C: -1.137 -2.864 5.590
As: -1.972 2.829 -0.267
N: -0.705 -1.831 1.480
H: -1.622 -3.795 5.847
N: 0.335 -0.233 -1.886
N: -0.502 -1.351 0.244
C: -0.656 -1.999 6.518
H: 2.181 1.817 -0.993

Results of the Mulliken charge analysis, in e, for atoms 1 through 5:
1 C 0.386
2 C -0.701
3 C -1.039
4 F -0.450
5 H 0.504